Record 1
Below is a 10-piece molecular cluster, C38H60O28S overall, with properties calculated with ωB97M-V/def2-TZVPD.

```
! RIJCOSX wB97M-V def2-TZVPD def2/J DEFGRID3
* xyz -1 2
C 3.304 4.487 -2.572
C 2.416 4.711 -1.331
C 1.063 5.334 -1.603
O 0.147 4.617 -0.934
C 0.711 3.545 -0.336
O 0.111 2.771 0.470
O 1.993 3.486 -0.741
H 4.096 3.789 -2.300
H 3.662 5.398 -3.053
H 2.983 3.818 -3.369
H 3.069 5.226 -0.627
H 0.751 5.413 -2.645
H 1.101 6.387 -1.324
C -3.896 0.772 5.808
C -3.121 1.635 4.863
C -1.780 1.960 5.504
O -0.768 1.604 4.618
C -1.408 0.836 3.619
O -0.815 0.218 2.731
O -2.721 0.774 3.804
H -3.459 -0.173 6.130
H -4.842 0.459 5.367
H -4.138 1.308 6.726
H -3.577 2.558 4.506
H -1.569 1.341 6.375
H -1.557 2.914 5.982
C -3.310 2.620 -0.581
C -4.660 2.147 -0.027
C -4.636 0.820 0.674
O -5.226 1.137 1.955
C -5.375 2.541 2.014
O -5.941 3.182 2.921
O -5.010 3.137 0.904
H -2.480 2.615 0.125
H -3.587 3.461 -1.216
H -2.781 1.953 -1.262
H -5.406 2.182 -0.821
H -3.612 0.467 0.799
H -5.214 0.171 0.016
C -3.262 -5.835 -2.920
C -2.477 -4.713 -2.167
C -0.923 -4.946 -2.353
O -0.447 -3.768 -2.860
C -1.485 -2.946 -3.251
O -1.461 -1.842 -3.775
O -2.696 -3.505 -2.863
H -2.746 -5.915 -3.877
H -4.247 -5.481 -3.225
H -3.276 -6.773 -2.366
H -2.748 -4.744 -1.112
H -0.621 -5.704 -3.076
H -0.478 -5.210 -1.394
C 2.856 1.122 3.089
C 3.265 2.377 3.950
C 4.637 3.077 3.761
O 4.346 4.162 3.005
C 3.035 4.397 2.833
O 2.462 5.277 2.197
O 2.351 3.358 3.510
H 1.801 0.896 2.938
H 3.187 0.309 3.735
H 3.516 1.006 2.229
H 2.982 2.274 4.998
H 5.237 2.542 3.024
H 5.149 3.247 4.708
C 1.194 1.381 -5.810
C -0.273 1.852 -6.134
C -1.348 1.545 -5.068
O -1.431 2.803 -4.373
C -0.766 3.806 -5.141
O -0.652 4.966 -4.865
O -0.363 3.256 -6.279
H 1.201 0.331 -5.519
H 1.461 1.803 -4.841
H 2.005 1.462 -6.534
H -0.451 1.298 -7.056
H -0.967 0.884 -4.290
H -2.240 1.258 -5.625
C 1.322 -0.984 -1.630
C 0.331 -0.932 -0.381
C -0.915 -0.131 -0.612
O -1.950 -1.074 -0.330
C -1.512 -2.172 0.041
O -2.270 -2.999 0.486
O -0.199 -2.224 -0.026
H 1.805 -0.033 -1.856
H 0.722 -1.268 -2.494
H 2.004 -1.807 -1.417
H 0.558 -0.349 0.512
H -1.023 0.151 -1.659
H -0.792 0.760 0.005
C 2.475 -3.317 1.750
C 1.342 -3.832 2.759
C 0.731 -5.166 2.538
O 0.787 -5.721 3.762
C 1.740 -5.160 4.492
O 2.221 -5.660 5.504
O 2.085 -4.001 3.970
H 2.690 -2.308 2.101
H 2.200 -3.414 0.700
H 3.359 -3.953 1.797
H 0.579 -3.055 2.700
H 1.389 -5.737 1.883
H -0.274 -5.121 2.120
C 6.781 -1.344 -3.299
C 5.428 -1.125 -3.764
C 4.884 0.263 -3.431
O 4.263 0.551 -4.614
C 4.622 -0.228 -5.535
O 4.294 -0.067 -6.754
O 5.356 -1.197 -5.152
H 7.168 -2.312 -3.618
H 7.061 -0.925 -2.333
H 7.359 -0.760 -4.015
H 4.795 -1.867 -3.277
H 5.736 0.837 -3.066
H 4.188 0.174 -2.598
C -2.846 -2.801 3.894
S -4.665 -3.147 4.107
O -5.166 -2.944 5.549
C -5.246 -1.772 2.968
H -2.204 -3.427 4.515
H -2.556 -1.779 4.138
H -2.533 -2.888 2.854
H -4.367 -1.401 2.440
H -5.651 -0.992 3.613
H -5.945 -2.263 2.291
*
```

Values from the calculation:
Max |F| ... 9.04 eV/Å
E_HOMO (alpha / beta) ... 0.0 / -7.2 eV



Record 2
Below is a 5-piece molecular cluster, C46H51F7N9O14S overall, with properties calculated with ωB97M-V/def2-TZVPD.

```
! RIJCOSX wB97M-V def2-TZVPD def2/J DEFGRID3
* xyz 1 1
C -0.087 -2.241 3.932
C 0.310 -3.170 2.932
C 0.456 -4.283 1.692
C -0.566 -3.879 0.476
C 0.140 -3.835 -1.020
N 0.227 -2.402 -1.591
C 1.603 -1.798 -1.623
C 2.264 -1.616 -3.114
C 3.235 -0.302 -3.284
C 4.724 -0.456 -2.601
C 4.795 0.638 -1.345
C 5.704 0.075 -0.068
C 4.836 -1.019 0.817
O 5.742 -1.935 1.557
C 5.972 -3.097 0.636
C -0.954 -1.871 -2.017
N -2.286 -2.600 -1.967
C -3.331 -1.667 -2.536
S -5.177 -2.004 -2.699
O -5.528 -1.938 -4.235
O -5.617 -3.408 -2.222
C -6.066 -0.568 -1.892
F -6.595 0.387 -2.935
F -5.020 0.231 -1.150
C -7.202 -0.980 -0.785
F -6.764 -2.044 0.177
F -7.411 0.249 0.068
C -8.677 -1.347 -1.406
F -9.223 -2.492 -0.601
F -9.597 -0.184 -1.123
F -8.685 -1.680 -2.849
N -2.514 -0.421 -2.928
N -3.192 0.642 -3.538
N -1.138 -0.509 -2.613
C -0.249 0.664 -2.906
C 0.179 0.782 -4.518
O -0.435 -0.062 -5.366
O 1.154 1.823 -4.926
C 0.782 3.147 -4.353
C 1.314 3.682 -2.865
O 0.004 3.925 -5.156
H -0.661 -1.431 4.589
H 1.583 -4.375 1.388
H 0.136 -5.348 2.120
H -1.385 -4.745 0.410
H -1.022 -2.829 0.726
H -0.459 -4.499 -1.811
H 1.187 -4.345 -0.906
H 2.350 -2.505 -1.018
H 1.572 -0.790 -0.984
H 2.968 -2.566 -3.280
H 1.455 -1.660 -3.959
H 3.399 -0.157 -4.454
H 2.782 0.702 -2.887
H 4.940 -1.558 -2.268
H 5.523 -0.062 -3.394
H 3.722 0.878 -0.907
H 5.272 1.663 -1.654
H 6.683 -0.417 -0.480
H 5.976 0.952 0.691
H 4.104 -0.480 1.556
H 4.251 -1.688 0.047
H 6.382 -2.774 -0.414
H 4.961 -3.692 0.555
H 6.743 -3.791 1.190
H -2.615 1.043 -4.338
H -4.074 0.329 -3.999
H 0.703 0.770 -2.234
H -0.898 1.646 -2.704
H 2.349 3.200 -2.603
H 0.520 3.252 -2.084
H 1.279 4.849 -2.756
C -7.975 3.017 3.045
C -7.627 3.255 4.375
C -6.329 2.993 4.817
C -5.381 2.494 3.912
C -5.730 2.247 2.577
C -7.033 2.510 2.149
N -4.008 2.241 4.363
O -3.743 2.454 5.556
O -3.191 1.832 3.526
H -8.987 3.228 2.704
H -8.368 3.649 5.068
H -6.073 3.184 5.857
H -5.006 1.855 1.866
H -7.313 2.324 1.114
C 5.367 6.172 3.885
C 4.238 5.839 3.134
C 4.333 4.894 2.110
C 5.567 4.283 1.849
C 6.703 4.620 2.597
C 6.597 5.569 3.616
N 5.667 3.270 0.791
O 4.644 3.013 0.139
O 6.767 2.728 0.613
H 5.287 6.905 4.686
H 3.284 6.314 3.349
H 3.444 4.646 1.534
H 7.668 4.157 2.402
H 7.472 5.835 4.204
C 11.925 4.703 -0.375
C 12.399 3.910 -1.421
C 11.657 2.810 -1.856
C 10.435 2.514 -1.237
C 9.961 3.305 -0.181
C 10.713 4.401 0.247
N 9.639 1.374 -1.706
O 10.101 0.688 -2.630
O 8.549 1.166 -1.156
H 12.504 5.564 -0.043
H 13.345 4.151 -1.900
H 12.040 2.201 -2.673
H 9.017 3.084 0.312
H 10.352 5.022 1.064
C -10.166 -4.772 0.943
C -9.461 -4.727 2.147
C -9.849 -5.538 3.215
C -10.946 -6.397 3.065
C -11.660 -6.438 1.860
C -11.264 -5.621 0.799
N -11.343 -7.270 4.176
O -10.698 -7.191 5.232
O -12.297 -8.040 3.993
H -9.856 -4.142 0.111
H -8.607 -4.061 2.252
H -9.290 -5.491 4.147
H -12.516 -7.097 1.731
H -11.810 -5.648 -0.141
*
```

Values from the calculation:
Energy above the lowest of the compared OMol25 structures with the same formula, charge and spin ... 478.8 kcal/mol
Max |F| ... 9.99 eV/Å
E_HOMO ... -11.3 eV



Record 3
Below is a 11-piece molecular cluster, C33H79Cl6O24P5 overall, with properties calculated with ωB97M-V/def2-TZVPD.

```
! RIJCOSX wB97M-V def2-TZVPD def2/J DEFGRID3
* xyz 0 1
C -4.821 -5.756 -2.274
O -4.229 -4.842 -1.340
P -2.754 -4.266 -1.435
O -1.768 -5.249 -1.847
O -3.096 -3.007 -2.379
C -1.918 -2.270 -2.680
O -2.456 -3.645 0.004
C -1.460 -4.219 0.838
H -5.708 -6.167 -1.817
H -4.074 -6.516 -2.586
H -5.133 -5.219 -3.174
H -1.521 -1.844 -1.766
H -2.095 -1.401 -3.297
H -1.133 -2.945 -3.146
H -1.792 -4.462 1.836
H -0.581 -3.474 0.936
H -1.034 -5.134 0.385
C -0.525 -0.785 3.117
O -1.617 -1.607 2.926
P -3.009 -1.480 3.702
O -3.675 -0.203 3.641
O -2.509 -1.853 5.134
C -3.138 -1.375 6.309
O -3.880 -2.692 3.173
C -4.913 -2.547 2.212
H -0.869 0.244 3.181
H 0.173 -1.051 2.275
H 0.000 -1.028 4.099
H -4.213 -1.165 6.099
H -2.561 -0.506 6.611
H -3.079 -2.144 7.055
H -4.521 -2.905 1.213
H -5.285 -1.540 2.218
H -5.611 -3.308 2.529
C 3.444 6.992 6.322
O 3.275 6.643 5.002
P 2.617 5.282 4.447
O 1.792 5.537 3.280
O 1.772 4.706 5.728
C 0.268 4.579 5.737
O 3.907 4.366 4.410
C 3.834 3.145 3.560
H 3.661 6.129 6.940
H 2.528 7.557 6.703
H 4.230 7.719 6.493
H -0.064 4.092 4.806
H -0.160 5.589 5.866
H 0.103 3.951 6.589
H 4.456 3.364 2.740
H 2.821 2.863 3.282
H 4.245 2.451 4.242
C 2.090 -3.846 -2.530
O 2.270 -2.370 -2.956
P 2.064 -2.047 -4.473
O 2.368 -0.693 -4.874
O 3.030 -3.123 -5.307
C 3.761 -2.771 -6.535
O 0.571 -2.621 -4.680
C -0.083 -2.447 -6.003
H 1.040 -4.089 -2.307
H 2.647 -3.955 -1.608
H 2.588 -4.455 -3.266
H 3.213 -2.133 -7.185
H 3.940 -3.759 -7.059
H 4.727 -2.379 -6.184
H -1.112 -2.717 -5.854
H 0.355 -3.198 -6.674
H -0.137 -1.420 -6.284
C -3.622 2.787 -7.191
O -3.350 2.158 -5.946
P -2.417 0.826 -5.876
O -1.474 0.709 -7.003
O -1.809 0.981 -4.448
C -0.692 1.911 -4.196
O -3.305 -0.414 -5.732
C -4.406 -0.668 -4.787
H -3.172 3.797 -7.143
H -4.690 2.741 -7.288
H -3.342 2.193 -8.077
H -0.611 2.723 -4.893
H 0.211 1.312 -4.193
H -0.882 2.247 -3.139
H -5.272 -0.264 -5.256
H -4.238 -0.153 -3.824
H -4.431 -1.787 -4.622
Cl 5.327 0.476 -1.445
C 4.359 0.793 -2.920
Cl 5.440 1.017 -4.289
Cl 3.338 2.223 -2.762
H 3.700 -0.036 -3.087
Cl -2.206 5.850 3.202
C -0.947 5.024 2.257
Cl -0.921 5.506 0.556
Cl -1.278 3.283 2.332
H 0.020 5.129 2.729
C 0.278 -5.876 3.519
C 0.870 -4.435 3.463
C 2.203 -4.622 4.218
O 2.534 -5.975 4.144
C 1.275 -6.589 4.349
H 0.174 -6.290 2.565
H -0.690 -5.858 3.968
H 0.213 -3.665 3.812
H 1.049 -4.264 2.457
H 2.059 -4.297 5.293
H 3.019 -4.105 3.828
H 1.015 -6.470 5.395
H 1.422 -7.684 4.113
C 1.580 0.968 0.237
C 2.448 0.155 1.148
C 2.487 -1.215 0.547
O 1.440 -1.335 -0.333
C 1.231 -0.013 -0.881
H 2.092 1.858 -0.208
H 0.679 1.291 0.714
H 2.162 0.104 2.238
H 3.400 0.667 1.104
H 2.412 -1.960 1.320
H 3.428 -1.350 0.029
H 0.188 -0.006 -1.251
H 1.974 0.013 -1.642
C -2.844 1.517 -0.243
C -4.007 1.147 0.667
C -4.736 0.078 -0.211
O -4.505 0.473 -1.560
C -3.551 1.579 -1.629
H -2.034 0.781 -0.298
H -2.415 2.452 0.066
H -4.698 2.011 0.809
H -3.747 0.654 1.550
H -5.776 0.033 -0.019
H -4.271 -0.936 -0.007
H -4.168 2.498 -1.843
H -2.917 1.466 -2.518
C 4.080 5.986 0.766
C 5.355 5.623 0.064
C 5.311 4.117 -0.058
O 4.134 3.684 0.578
C 3.209 4.803 0.522
H 3.648 6.878 0.356
H 4.245 6.105 1.794
H 6.165 6.051 0.699
H 5.408 6.045 -0.929
H 6.100 3.580 0.478
H 5.326 3.830 -1.105
H 2.474 4.581 1.277
H 2.686 4.974 -0.435
*
```

Values from the calculation:
SMILES ... COP(=O)(OC)OC.COP(=O)(OC)OC.COP(=O)(OC)OC.COP(=O)(OC)OC.COP(=O)(OC)OC.ClC(Cl)Cl.ClC(Cl)Cl.C1CCOC1.C1CCOC1.C1CCOC1.C1CCOC1
Max |F| ... 3.68 eV/Å
E_HOMO ... -9.3 eV



Record 4
Below is the molecule C11H15P, with properties calculated with ωB97M-V/def2-TZVPD.

```
! RIJCOSX wB97M-V def2-TZVPD def2/J DEFGRID3
* xyz 0 1
C -1.569 -2.820 0.783
C -0.772 -1.930 -0.123
C 0.589 -2.350 -0.508
C 1.606 -1.783 0.130
C 1.337 -0.940 1.305
C 1.069 0.358 1.376
C 1.195 1.408 0.369
C 1.906 2.630 0.894
C 0.705 1.413 -0.872
P -0.211 0.153 -1.787
C -1.568 1.272 -2.421
C -1.145 -0.702 -0.482
H -1.097 -3.794 0.880
H -2.579 -2.953 0.397
H -1.649 -2.374 1.775
H 0.717 -3.081 -1.293
H 2.636 -2.024 -0.092
H 1.279 -1.514 2.226
H 0.881 0.763 2.368
H 2.279 3.247 0.080
H 2.746 2.337 1.526
H 1.226 3.231 1.499
H 0.914 2.276 -1.497
H -2.523 0.989 -1.982
H -1.641 1.165 -3.502
H -1.359 2.314 -2.188
H -2.103 -0.297 -0.176
*
```

Values from the calculation:
Energy above the lowest of the compared OMol25 structures with the same formula, charge and spin ... 0.0 kcal/mol
SMILES ... CC1=C/C=C\C=C(C)/C=P(/C)=C\1
Max |F| ... 0.82 eV/Å
E_HOMO ... -7.7 eV



Record 5
Below is C12H11B3F19N2O7S2 as an isolated structure, with properties calculated with ωB97M-V/def2-TZVPD.

```
! RIJCOSX wB97M-V def2-TZVPD def2/J DEFGRID3
* xyz -1 1
N 3.737 -1.874 -0.738
C 4.034 -1.619 -2.143
C 3.531 -0.208 -2.541
B 2.300 0.088 -1.571
O 2.538 0.750 -0.369
B 1.454 1.500 0.021
O 0.152 1.223 -0.385
B 0.066 0.603 -1.623
C -1.113 1.004 -2.619
C -2.438 0.761 -1.863
C -3.682 1.386 -2.519
F -3.275 2.152 -3.541
F -4.251 2.237 -1.646
C -4.717 0.366 -3.089
F -4.980 0.723 -4.349
F -4.259 -0.880 -3.146
C -6.098 0.336 -2.378
F -6.859 -0.522 -3.066
F -6.712 1.495 -2.478
C -6.066 -0.062 -0.863
F -4.869 -0.462 -0.463
F -6.317 1.042 -0.166
C -7.151 -1.077 -0.425
F -8.342 -0.654 -0.760
F -7.118 -1.099 0.907
C -6.931 -2.553 -0.912
F -7.941 -2.861 -1.719
F -5.835 -2.712 -1.605
F -6.984 -3.402 0.061
O 1.025 -0.319 -1.986
H 3.622 -2.856 -0.535
H 4.416 -1.460 -0.108
H 5.115 -1.637 -2.337
H 3.580 -2.407 -2.746
H 3.221 -0.147 -3.585
H 4.310 0.517 -2.293
H 1.621 2.411 0.764
H -0.946 2.059 -2.840
H -1.009 0.371 -3.500
H -2.322 1.231 -0.885
H -2.521 -0.308 -1.675
C 5.484 2.144 2.593
F 6.005 2.419 1.388
F 5.927 3.080 3.450
F 4.151 2.293 2.502
S 5.941 0.452 3.141
O 7.375 0.471 3.210
O 5.377 -0.412 2.142
N 5.178 0.495 4.528
S 5.271 -0.812 5.423
O 6.555 -1.084 6.006
O 4.550 -1.956 4.938
C 4.255 -0.183 6.817
F 3.011 0.141 6.419
F 4.792 0.921 7.365
F 4.142 -1.102 7.787
*
```

Values from the calculation:
Max |F| ... 2.24 eV/Å
E_HOMO ... -6.6 eV



Q: What is the max |F| in the fifth record?
A: 2.24 eV/Å